Record 1
Entry from the Open Molecules 2025 dataset: one molecule with the formula C7H8OS at a distorted geometry (the ωB97M-V functional and the def2-TZVPD basis).

Last column: Löwdin charge in e.
Geometry (Å):
C1 0.7468 1.1263 -0.3041  -0.1192
C2 -0.6317 1.3709 -0.0415  -0.1264
C3 1.4495 -0.0230 -0.3570  -0.0417
C4 -1.5473 0.4186 -0.1154  -0.4862
C5 3.3424 -1.1493 0.5376  0.0342
C6 2.4545 -0.9277 -0.5170  -0.2090
C7 -2.9782 0.6254 0.1039  -0.1117
O1 -1.7447 -2.1440 0.5020  -0.5517
S1 -1.0761 -1.2964 -0.5292  0.9716
H1 1.2587 1.9832 -0.4970  0.0751
H2 -0.9425 2.3538 0.1047  0.0980
H3 4.0722 -2.0443 0.3286  0.0968
H4 3.4142 -0.5081 1.3136  0.0120
H5 2.3028 -1.7634 -1.2262  0.1127
H6 -3.2511 1.6276 0.5291  0.1044
H7 -3.3218 -0.0869 0.8978  0.0941
H8 -3.5478 0.4373 -0.7299  0.0470

Output
- HOMO (alpha / beta): -7.81 / -8.03 eV
- Gap between HOMO and LUMO (alpha / beta): 7.00 / 7.69 eV

Record 2
Entry from the Open Molecules 2025 dataset: one molecule with the formula C5H7N3O at a distorted geometry (the ωB97M-V functional and the def2-TZVPD basis).

Last column: Löwdin charge in e.
Geometry (Å):
C1 3.0372 -0.2665 -0.1299  -0.0455
C2 1.7322 0.4556 0.0967  -0.5465
O1 1.5947 1.5611 0.6027  0.0553
N1 0.5756 -0.3018 -0.1741  0.0999
C3 -0.7358 0.0802 -0.0113  -0.4880
N2 -1.1036 1.2584 -0.3309  0.1633
C4 -2.4831 1.1553 -0.2093  -0.1638
C5 -2.8875 -0.0585 0.1751  -0.1507
N3 -1.7264 -0.7878 0.2648  0.0569
H1 3.0496 -0.8132 -1.1165  0.0700
H2 3.8473 0.5780 -0.4722  0.1332
H3 3.2017 -0.8850 0.8992  0.1387
H4 0.6717 -1.3553 -0.6434  0.2213
H5 -3.2225 1.8006 -0.4008  0.0541
H6 -3.9483 -0.6497 0.6972  0.1940
H7 -1.6030 -1.7712 0.7527  0.2078

Output
- HOMO: -8.41 eV
- Gap between HOMO and LUMO: 8.83 eV

Record 3
Entry from the Open Molecules 2025 dataset: an isolated ion of composition C7H7N4 and charge +1 at a distorted geometry (the ωB97M-V functional and the def2-TZVPD basis).

Last column: Löwdin charge in e.
Geometry (Å):
C1 0.3320 -3.1722 0.1923  0.0680
N1 1.0226 -2.1154 0.0053  -0.0266
N2 1.9857 -1.4698 -0.2040  0.0903
C2 2.2731 -0.1904 -0.1677  -0.0999
C3 1.3424 0.8536 -0.0690  -0.1922
C4 1.7032 2.3180 0.1443  0.0012
C5 0.0045 0.3804 0.0103  0.0749
N3 -1.1905 0.5228 -0.0555  0.1140
C6 -2.3620 0.3055 -0.2573  -0.0069
C7 -3.6016 0.5910 -0.2198  -0.0849
N4 -4.7964 0.4711 -0.1468  0.2653
H1 0.1469 -3.5979 1.3045  0.1447
H2 -0.1264 -3.8058 -0.6852  0.1301
H3 3.3797 0.0379 -0.3373  0.1558
H4 2.7250 2.1610 0.6754  0.1324
H5 1.6236 2.7705 -0.8379  0.0980
H6 1.0105 2.8248 0.7921  0.0834
H7 -5.4723 1.1150 -0.1437  0.0523

Output
- HOMO (alpha / beta): -12.12 / -12.04 eV
- Gap between HOMO and LUMO (alpha / beta): 6.46 / 6.42 eV
- Net charge: +1

Record 4
Entry from the Open Molecules 2025 dataset: C48H46N7O4PSSe2Ta as an isolated structure at a distorted geometry (the ωB97M-V functional and the def2-TZVPD basis).

Last column: Löwdin charge in e.
Geometry (Å):
Ta1 14.8648 13.0878 13.9137  1.5326
C1 19.5303 13.7788 9.9031  -0.0608
C2 20.0904 14.0722 11.1449  -0.0734
C3 19.2118 14.4417 12.1720  -0.0563
C4 17.8135 14.6397 11.8753  -0.3011
N1 17.3213 14.3242 10.6990  0.1137
C5 18.1459 13.9771 9.7025  -0.1126
C6 17.0181 15.3649 12.9013  -0.2066
C7 17.5555 16.6231 13.1954  -0.0246
C8 16.9210 17.5572 14.0127  -0.0685
C9 15.7522 17.2068 14.6246  -0.0843
C10 15.1569 15.9707 14.3054  -0.2232
C11 15.8059 14.9891 13.5621  -0.3718
H1 20.1585 13.3905 9.1069  0.1007
H2 21.1540 14.0408 11.3066  0.1060
H3 19.5006 14.5980 13.2306  0.1162
H4 17.6574 13.8608 8.7134  0.1164
H5 18.5158 16.9534 12.7796  0.1258
H6 17.2925 18.5617 14.0930  0.1087
H7 15.2748 17.9172 15.3610  0.1288
H8 14.1086 15.8526 14.5600  0.0041
C12 17.9022 7.9027 13.0736  -0.0653
C13 18.8049 9.0725 12.5951  -0.1811
N2 18.6540 10.2748 13.4668  -0.0922
C14 19.7860 10.6625 14.3625  -0.2150
C15 20.8918 11.4232 13.6525  -0.0568
C16 17.5771 11.0664 13.2880  -0.5545
S1 17.3596 12.5372 14.3114  0.7878
N3 16.6677 10.6726 12.4035  0.1248
C17 15.6917 11.2817 11.7873  -0.3445
O1 15.3780 12.5451 12.0817  -0.2768
C18 14.9287 10.6465 10.7006  -0.1406
C19 15.3507 9.4273 10.1797  -0.0243
C20 14.5985 8.7439 9.2592  -0.0532
C21 13.3552 9.2645 8.8475  -0.0440
C22 12.9690 10.5089 9.3154  -0.0552
C23 13.7060 11.1738 10.2957  0.0008
H9 18.0817 7.0944 12.3694  0.0720
H10 16.8316 8.1565 13.0573  0.0680
H11 18.2546 7.5622 14.0750  0.0872
H12 18.5658 9.3727 11.5524  0.1184
H13 19.8673 8.7957 12.6666  0.1183
H14 20.1728 9.6955 14.7148  0.1245
H15 19.2865 11.1599 15.2056  0.0818
H16 21.3192 10.8456 12.7875  0.0991
H17 21.7045 11.6070 14.3687  0.0900
H18 20.5038 12.3602 13.2564  0.0373
H19 16.2852 9.0149 10.5134  0.1007
H20 14.9707 7.7780 8.9190  0.1138
H21 12.7246 8.7218 8.1650  0.1081
H22 12.1149 10.9834 8.8563  0.1091
H23 13.3202 12.0959 10.7386  0.0744
Se1 12.8859 14.6422 12.2729  0.4500
P1 11.3955 14.6306 13.9148  0.3100
Se2 12.5553 13.7557 15.5522  0.4126
C24 9.9571 13.5493 13.7138  -0.4135
C25 9.2753 13.0719 14.8377  -0.1052
C26 8.5177 11.9326 14.6507  -0.0715
C27 8.2116 11.4171 13.3889  -0.0620
C28 8.8483 11.9646 12.2920  -0.0769
C29 9.7326 13.0356 12.4333  -0.1046
C30 10.8997 16.3852 14.0539  -0.4071
C31 10.4731 17.1091 12.9363  -0.1018
C32 10.5020 18.4896 12.9971  -0.0766
C33 10.8591 19.1508 14.1624  -0.0680
C34 11.1787 18.4246 15.3240  -0.0493
C35 11.1150 17.0137 15.2739  -0.1057
H24 9.4070 13.5758 15.8113  0.1112
H25 8.0296 11.4442 15.4879  0.1098
H26 7.4688 10.6595 13.2408  0.1066
H27 8.5763 11.6336 11.2922  0.1098
H28 10.2349 13.4812 11.5477  0.0887
H29 10.1526 16.6202 12.0262  0.1088
H30 10.2499 19.0806 12.0940  0.1239
H31 10.9476 20.2283 14.1929  0.1073
H32 11.4354 18.9229 16.2475  0.1039
H33 11.3246 16.3628 16.1251  0.0708
C36 10.6172 12.1767 20.3937  -0.0625
C37 11.9217 12.9236 20.4752  -0.2754
C38 12.8493 12.6595 21.5346  -0.0305
C39 13.8040 13.5872 21.8563  -0.0404
C40 13.9395 14.7077 21.0661  -0.2877
N4 14.9385 15.6360 21.4313  0.1208
C41 15.5014 16.6265 20.5801  -0.5119
O2 15.5857 17.8012 20.9202  0.0661
N5 15.9845 16.1560 19.3836  0.1282
C42 16.0724 14.8285 18.8595  -0.2265
C43 16.5692 13.7320 19.4975  0.0104
C44 16.6214 12.5293 18.7627  -0.0152
C45 16.3014 12.5515 17.4050  -0.1691
N6 15.8398 13.6719 16.7791  0.0190
C46 15.7006 14.7766 17.5024  -0.0732
C47 13.1654 14.9092 19.9369  -0.0245
C48 12.1330 14.0262 19.6543  -0.0489
H34 10.0285 12.3408 21.3435  0.1019
H35 10.8184 11.0737 20.2435  0.0962
H36 9.9999 12.5212 19.5787  0.0570
H37 12.8376 11.6663 22.0488  0.1294
H38 14.4718 13.4962 22.7125  0.1232
H39 14.7991 16.0164 22.3484  0.1419
H40 16.3680 16.9025 18.7914  0.1642
H41 16.9939 13.8296 20.5044  0.1376
H42 16.8963 11.6069 19.2477  0.1080
H43 16.4195 11.6525 16.8018  0.0673
H44 15.3312 15.6613 16.9974  0.1056
H45 13.2902 15.8017 19.3270  0.1212
H46 11.4944 14.1486 18.7746  0.0938
O3 14.5855 11.5311 15.4472  -0.3711
N7 13.7310 10.7950 14.7233  -0.0472
O4 13.3673 11.4208 13.6600  -0.2616

Output
- HOMO: -10.08 eV
- Gap between HOMO and LUMO: 6.06 eV
- Net charge: +1

Record 5
Entry from the Open Molecules 2025 dataset: a 2-piece molecular cluster, C2H3ClOS overall at a distorted geometry (the ωB97M-V functional and the def2-TZVPD basis).

Last column: Löwdin charge in e.
Geometry (Å):
C1 1.1482 -0.1290 -0.2248  -0.1404
C2 0.6433 0.6289 0.7015  -0.0434
O1 -1.2485 -1.4679 -0.5340  -0.6136
S1 -1.6885 -0.5215 0.4948  0.5144
Cl1 -2.6546 1.0510 -0.3459  0.1527
H1 2.2547 -0.1569 -0.6198  0.1111
H2 0.5166 -0.7677 -0.8128  -0.0006
H3 1.0289 1.3632 1.3408  0.0196

Output
- HOMO (alpha / beta): -9.05 / -9.12 eV
- Gap between HOMO and LUMO (alpha / beta): 8.28 / 8.09 eV

Record 6
Entry from the Open Molecules 2025 dataset: C14H22BN8PtS as an isolated structure at a distorted geometry (the ωB97M-V functional and the def2-TZVPD basis).

Last column: Löwdin charge in e.
Geometry (Å):
Pt1 0.8207 0.0969 0.6935  1.0368
C1 2.6318 0.3441 -3.3320  -0.0343
C2 2.1991 0.9457 -2.1506  -0.1285
N1 1.7155 0.0210 -1.3262  -0.0932
N2 1.8301 -1.1700 -1.9336  -0.0293
C3 2.3781 -1.0014 -3.1465  -0.0477
B1 1.4122 -2.4842 -1.2387  -0.4932
N3 2.1829 -2.5796 0.0932  -0.0279
C4 3.0388 -3.5249 0.5102  -0.0472
C5 3.5118 -3.1717 1.7591  -0.0351
C6 2.8803 -1.9621 2.0463  -0.1164
N4 2.0861 -1.6275 1.0337  -0.1136
N5 -0.0910 -2.3797 -0.9002  -0.0275
C7 -1.0998 -3.1843 -1.2616  -0.0448
C8 -2.2757 -2.6759 -0.7406  -0.0348
C9 -1.8839 -1.5289 -0.0538  -0.1317
N6 -0.5673 -1.3662 -0.1637  -0.0970
H1 3.0665 0.8281 -4.1880  0.1044
H2 2.2367 1.9824 -1.8625  0.0963
H3 2.5575 -1.8373 -3.8015  0.1313
H4 1.6306 -3.4223 -1.9337  0.1257
H5 3.2602 -4.3873 -0.0955  0.1312
H6 4.2100 -3.7058 2.3780  0.1048
H7 2.9678 -1.3325 2.9160  0.1148
H8 -0.9305 -4.0633 -1.8603  0.1324
H9 -3.2716 -3.0699 -0.8367  0.1042
H10 -2.4849 -0.8256 0.4986  0.0966
C10 0.0332 3.6949 -0.3552  -0.0639
N7 -1.0653 2.8771 0.1375  -0.2119
C11 -2.0439 2.4960 -0.8778  -0.0312
C12 -0.9506 2.1700 1.2761  -0.7537
S1 0.5951 1.9894 2.0732  0.6227
N8 -2.0868 1.7549 1.8702  -0.2037
C13 -3.3239 2.5202 1.7422  -0.0274
C14 -2.0736 0.8077 2.9777  -0.0810
H11 -0.3832 4.4603 -1.0084  0.1042
H12 0.7577 3.1045 -0.9201  0.0599
H13 0.5460 4.1761 0.4709  0.0749
H14 -1.5144 2.1554 -1.7708  0.1040
H15 -2.6729 3.3423 -1.1559  0.1040
H16 -2.6691 1.6833 -0.5204  0.0787
H17 -3.1505 3.4268 1.1706  0.0922
H18 -3.6573 2.8035 2.7416  0.1056
H19 -4.1172 1.9422 1.2652  0.1015
H20 -1.2923 0.0669 2.8360  0.0481
H21 -3.0368 0.2994 3.0123  0.0992
H22 -1.9062 1.3110 3.9322  0.1018

Output
- Multiplicity: 3
- ⟨S²⟩: 2.01
- HOMO (alpha / beta): -11.70 / -12.03 eV
- Gap between HOMO and LUMO (alpha / beta): 9.39 / 7.63 eV
- Net charge: +1

Results for calculated total energy: -744.7635; -434.1552; -489.4181; -8140.1976; -1011.4910; -1526.9087 (in hartree, following the order of the records).